(1)
{
  "formula": "C3H8O2",
  "method": "wB97M-V/def2-TZVPD",
  "symbols": ["C", "O", "H", "H", "H", "H", "O", "C", "C", "H", "H", "H", "H"],
  "positions_angstrom": [[3.31, 2.91, -0.33], [4.70, 2.56, -0.59], [3.14, 2.89, 0.74], [2.74, 2.13, -0.83], [3.11, 3.86, -0.82], [5.06, 3.36, -0.98], [-3.30, -1.37, -0.61], [-3.33, -1.83, 0.49], [-2.44, -2.92, 1.02], [-4.16, -1.60, 1.19], [-1.92, -3.43, 0.22], [-1.64, -2.70, 1.73], [-3.10, -3.52, 1.66]],
  "mulliken_charge": [-0.452, -0.496, 0.184, 0.189, 0.266, 0.308, -0.453, 0.195, -0.839, 0.276, 0.268, 0.296, 0.257],
  "lumo_energy_ev": 0.962,
  "smiles": "CC=O.CO",
  "multiplicity": 1,
  "total_charge": 0,
  "max_force_ha_per_bohr": 0.0301,
  "orbital_gap_ev": 10.961,
  "e_above_lowest_kcal_mol": 39.5
}



(2)
{
  "formula": "C16H20N5OPtS",
  "method": "wB97M-V/def2-TZVPD",
  "symbols": ["Pt", "C", "C", "N", "C", "S", "N", "N", "C", "C", "C", "C", "C", "C", "C", "N", "H", "H", "H", "H", "H", "H", "H", "H", "H", "H", "H", "H", "H", "O", "C", "C", "C", "C", "C", "C", "N", "H", "H", "H", "H", "H", "H", "H"],
  "positions_angstrom": [[0.16, 0.02, 0.45], [-4.55, -2.19, -2.04], [-4.42, -2.03, -0.54], [-3.99, -0.70, -0.15], [-2.72, -0.27, -0.09], [-1.42, -1.46, -0.23], [-2.54, 1.02, 0.05], [-1.24, 1.38, 0.20], [-0.89, 2.62, 0.20], [-1.83, 3.75, -0.04], [0.54, 2.85, 0.48], [1.10, 4.12, 0.53], [2.44, 4.27, 0.83], [3.20, 3.14, 1.09], [2.58, 1.90, 1.02], [1.30, 1.75, 0.71], [-4.98, -3.17, -2.28], [-3.58, -2.12, -2.53], [-5.21, -1.43, -2.46], [-3.70, -2.74, -0.13], [-5.37, -2.22, -0.04], [-4.67, 0.05, -0.18], [-2.84, 3.37, -0.16], [-1.55, 4.29, -0.94], [-1.81, 4.45, 0.79], [0.48, 4.98, 0.32], [2.89, 5.25, 0.88], [4.25, 3.20, 1.35], [3.13, 0.99, 1.24], [1.75, -0.47, -2.03], [2.85, -0.93, -1.29], [2.49, -1.88, -0.17], [3.15, -3.10, -0.06], [2.83, -3.97, 0.97], [1.86, -3.60, 1.87], [1.22, -2.39, 1.70], [1.53, -1.54, 0.70], [1.39, -1.18, -2.57], [3.32, -0.04, -0.87], [3.60, -1.41, -1.93], [3.91, -3.35, -0.79], [3.34, -4.92, 1.05], [1.57, -4.23, 2.70], [0.45, -2.06, 2.38]],
  "mulliken_charge": [0.569, -0.931, -0.625, -0.173, 0.516, -0.554, -1.191, 0.753, 1.102, -1.533, 0.298, -0.716, -0.452, -0.895, -0.043, -0.374, 0.378, 0.249, 0.309, 0.330, 0.353, 0.268, 0.337, 0.365, 0.382, 0.402, 0.439, 0.403, 0.609, -0.473, -0.925, 1.155, -0.807, -0.321, -0.759, -0.021, -0.023, 0.348, 0.194, 0.386, 0.402, 0.424, 0.426, 0.417],
  "lumo_energy_ev": -3.458,
  "multiplicity": 1,
  "total_charge": 1,
  "max_force_ha_per_bohr": 0.0147,
  "orbital_gap_ev": 7.373,
  "e_above_lowest_kcal_mol": 0.0
}



Total energy: -7334.3388, -40492.6023 (eV)